Computed, not measured: a molecular structure, C31H22INPPtS at a distorted geometry, with wB97M-V/def2-TZVPD.

Element x y z (Å)
Pt1 0.5665 1.6724 0.5605
S1 1.0087 5.2486 -1.9736
C1 -0.6126 5.2488 -1.4401
C2 -0.9107 4.1564 -0.6814
C3 0.2254 3.3017 -0.5244
C4 1.3134 3.7799 -1.1915
C5 2.5648 3.0340 -1.1306
C6 3.7468 3.3487 -1.7691
C7 4.8316 2.5025 -1.6250
C8 4.7113 1.3518 -0.8588
C9 3.5031 1.0915 -0.2461
N1 2.4606 1.9243 -0.3703
H1 -1.2637 6.0672 -1.7146
H2 -1.8850 3.9763 -0.2495
H3 3.8105 4.2419 -2.3773
H4 5.7670 2.7355 -2.1202
H5 5.5380 0.6678 -0.7295
H6 3.3465 0.2083 0.3627
I1 1.1444 0.8389 3.0545
C10 -0.2060 -0.6138 3.6504
C11 -0.2313 -0.6702 5.0108
C12 -0.9833 -1.6556 5.6881
C13 -1.6638 -2.5659 4.9581
C14 -1.6659 -2.5200 3.5377
C15 -2.4003 -3.5264 2.8583
C16 -2.4492 -3.5578 1.5065
C17 -1.7880 -2.5475 0.7817
C18 -1.0738 -1.5344 1.3698
P1 -0.4647 -0.3404 0.1204
C19 0.7218 -1.2389 -0.9024
C20 1.3640 -2.3862 -0.4473
C21 2.3544 -2.9870 -1.2212
C22 2.7030 -2.4400 -2.4476
C23 2.0741 -1.2824 -2.9012
C24 1.0976 -0.6762 -2.1263
C25 -1.9398 -0.0239 -0.8939
C26 -2.8434 0.9535 -0.4813
C27 -3.9897 1.2046 -1.2204
C28 -4.2344 0.4924 -2.3907
C29 -3.3364 -0.4769 -2.8118
C30 -2.1951 -0.7366 -2.0607
C31 -0.9559 -1.5128 2.8128
H7 0.3428 0.0411 5.5897
H8 -0.9846 -1.6832 6.7697
H9 -2.2225 -3.3564 5.4473
H10 -2.9183 -4.2756 3.4498
H11 -3.0016 -4.3272 0.9816
H12 -1.8754 -2.5740 -0.2992
H13 1.0929 -2.8229 0.5053
H14 2.8472 -3.8831 -0.8632
H15 3.4692 -2.9120 -3.0517
H16 2.3474 -0.8520 -3.8574
H17 0.6307 0.2399 -2.4728
H18 -2.6554 1.5212 0.4201
H19 -4.6892 1.9621 -0.8874
H20 -5.1238 0.6971 -2.9744
H21 -3.5212 -1.0331 -3.7229
H22 -1.4988 -1.4962 -2.3999

The value obtained for the calculated total energy is -65459.7710 eV. The calculation puts the LUMO energy (alpha / beta) at -3.92 / -3.93 eV. The energy relative to the best compared isomer or geometry (same formula, charge and spin) comes out at 137.64 kJ/mol. The charge is +1. The calculation puts the HOMO-LUMO gap (alpha / beta) at 6.3 / 6.3 eV.

In elementary charge units, the Mulliken charges are: Pt 1.554; S -0.227; C -0.453; C -0.489; C -0.126; C 0.057; C 1.108; C -0.825; C -0.424; C -0.861; C -0.053; N -0.146; H 0.470; H 0.372; H 0.387; H 0.447; H 0.451; H 0.433; I 0.067; C 0.241; C -0.866; C -0.831; C -0.887; C 0.981; C -0.773; C -1.283; C -0.364; C 1.292; P -0.832; C 0.597; C -0.575; C -0.707; C -0.602; C -0.839; C -0.325; C 0.680; C -0.547; C -0.767; C -0.498; C -0.838; C -0.293; C 0.479; H 0.382; H 0.402; H 0.385; H 0.396; H 0.442; H 0.352; H 0.441; H 0.446; H 0.426; H 0.448; H 0.527; H 0.487; H 0.439; H 0.406; H 0.433; H 0.398

***

Computed, not measured: a single C19H22N2O6S molecule at a distorted geometry, with wB97M-V/def2-TZVPD.

Element x y z (Å)
C1 -3.8266 -2.9250 0.9855
C2 -4.1270 -1.8347 -0.0392
N1 -3.0287 -0.9232 -0.3151
C3 -2.0468 -1.2697 -1.3221
C4 -1.1440 -2.4602 -1.0085
S1 -2.4067 -0.1314 1.0276
O1 -3.5155 0.2312 1.8629
O2 -1.3652 -0.8961 1.6573
C5 -1.6222 1.3401 0.3205
C6 -0.2389 1.2976 0.4464
C7 0.5748 2.3509 0.0627
C8 2.0584 2.3345 0.2077
O3 2.6964 3.3530 0.3778
N2 2.5920 1.0798 0.1033
C9 3.9022 0.6713 0.2563
C10 4.9176 1.5543 0.6309
C11 6.2122 1.1091 0.7955
C12 6.5338 -0.2274 0.5948
C13 5.5464 -1.1142 0.2278
C14 4.2258 -0.6903 0.0504
C15 3.2104 -1.6714 -0.3471
O4 2.0494 -1.4227 -0.6228
O5 3.6602 -2.9311 -0.3999
C16 -0.0353 3.5086 -0.4266
C17 -1.3960 3.5562 -0.5777
C18 -2.2300 2.4739 -0.2298
O6 -3.5194 2.7232 -0.4992
C19 -4.5455 1.7573 -0.3830
H1 -3.4795 -2.4659 1.9069
H2 -4.7349 -3.4870 1.1908
H3 -3.0631 -3.6107 0.6316
H4 -4.9434 -1.2151 0.3425
H5 -4.4361 -2.2719 -0.9929
H6 -2.5862 -1.4398 -2.2607
H7 -1.4275 -0.3767 -1.4463
H8 -0.3000 -2.4578 -1.6930
H9 -0.7663 -2.3711 0.0058
H10 -1.6789 -3.4004 -1.1167
H11 0.1658 0.4062 0.9002
H12 1.9598 0.3216 -0.1541
H13 4.6707 2.5911 0.7866
H14 6.9804 1.8108 1.0841
H15 7.5487 -0.5697 0.7251
H16 5.7795 -2.1550 0.0679
H17 2.9348 -3.5221 -0.6559
H18 0.5839 4.3524 -0.6895
H19 -1.8833 4.4333 -0.9734
H20 -4.3349 0.8879 -1.0091
H21 -4.6776 1.4327 0.6492
H22 -5.4433 2.2636 -0.7357

The value obtained for the calculated total energy is -46160.7350 eV. Its SMILES is CCN(CC)S(=O)(=O)c1cc(C(=O)Nc2ccccc2C(=O)O)ccc1OC. The calculation puts the LUMO energy at 0.07 eV. The energy relative to the best compared isomer or geometry (same formula, charge and spin) comes out at 42.18 kJ/mol. The calculation puts the HOMO-LUMO gap at 8.7 eV.

In elementary charge units, the Mulliken charges are: C -1.074; C -0.661; N 0.409; C -0.605; C -1.219; S 1.312; O -0.769; O -0.645; C -0.673; C -0.632; C 0.087; C 0.536; O -0.690; N 0.003; C 0.390; C -0.676; C -0.539; C -0.653; C -0.469; C 0.218; C 0.799; O -0.642; O -0.483; C -0.837; C -0.619; C 1.107; O -0.490; C -0.731; H 0.326; H 0.429; H 0.224; H 0.275; H 0.452; H 0.388; H 0.339; H 0.407; H 0.316; H 0.335; H 0.793; H 0.003; H 0.514; H 0.410; H 0.405; H 0.452; H 0.328; H 0.467; H 0.468; H 0.247; H 0.322; H 0.347

***

Computed, not measured: 9 unconnected molecules or ions with the total composition C27H72O27S9 at a distorted geometry, with wB97M-V/def2-TZVPD.

Element x y z (Å)
C1 3.9102 0.6833 0.0606
C2 5.0776 -0.0818 0.6311
O1 6.2907 0.7100 0.5479
S1 7.5799 0.0370 1.1653
C3 7.3535 0.3494 2.8985
O2 7.5358 -1.3694 0.9255
O3 8.6881 0.7926 0.7057
H1 3.4742 0.3023 -0.8601
H2 4.1657 1.7264 -0.1572
H3 3.1456 0.8265 0.8197
H4 4.8480 -0.2672 1.6828
H5 5.2568 -1.0312 0.1347
H6 6.5501 1.0614 3.0729
H7 8.2834 0.7357 3.3051
H8 7.0840 -0.5904 3.3788
C4 -0.6103 -1.7793 -2.0867
C5 -0.0878 -0.8380 -1.0417
O4 -0.5486 -1.3521 0.2485
S2 -0.1812 -0.4926 1.5029
C6 -0.9714 1.0442 1.2043
O5 -0.7480 -1.1068 2.6578
O6 1.2336 -0.2635 1.5166
H9 -1.6980 -1.8672 -2.0809
H10 -0.2212 -2.7813 -1.8896
H11 -0.3091 -1.5087 -3.0973
H12 1.0023 -0.8587 -1.0001
H13 -0.4034 0.1928 -1.1991
H14 -1.8833 0.8175 0.6612
H15 -0.2986 1.7020 0.6620
H16 -1.2438 1.5459 2.1293
C7 -3.8541 4.4547 3.2795
C8 -4.4463 5.5496 2.4278
O7 -4.9689 4.9270 1.2245
S3 -5.9181 5.8107 0.3199
C9 -7.4479 5.6150 1.2007
O8 -5.4701 7.1634 0.3717
O9 -6.0551 5.1944 -0.9610
H17 -3.6571 4.8292 4.2805
H18 -3.0194 3.9433 2.8026
H19 -4.5471 3.6072 3.3705
H20 -5.1531 6.1772 2.9658
H21 -3.6186 6.1726 2.0870
H22 -8.2951 5.7753 0.5437
H23 -7.3957 6.3447 2.0082
H24 -7.4783 4.6282 1.6558
C10 3.2592 -2.7404 1.7871
C11 3.6498 -2.2488 3.1395
O10 5.0779 -2.3464 3.3373
S4 5.6807 -3.6557 3.9824
C12 6.6345 -4.2251 2.5906
O11 6.5670 -3.2593 5.0256
O12 4.6132 -4.5571 4.2818
H25 3.4595 -3.8061 1.6365
H26 3.7527 -2.2639 0.9444
H27 2.1919 -2.5762 1.6420
H28 3.4189 -1.1782 3.1910
H29 3.0728 -2.6353 3.9763
H30 7.2786 -5.0453 2.8882
H31 7.2272 -3.3430 2.3527
H32 5.9035 -4.4792 1.8305
C13 0.8080 0.3783 5.4116
C14 2.2686 0.7262 5.6490
O13 2.3874 2.1190 6.0241
S5 3.3274 3.0592 5.1644
C15 4.9019 2.7234 5.9141
O14 3.3498 2.5746 3.8236
O15 2.9378 4.3788 5.4892
H33 0.3114 0.1385 6.3472
H34 0.7682 -0.4418 4.6943
H35 0.3022 1.2123 4.9244
H36 2.6456 0.1178 6.4733
H37 2.8861 0.5371 4.7742
H38 4.7350 2.7666 6.9872
H39 5.5777 3.5166 5.6037
H40 5.2464 1.7424 5.6011
C16 -3.8847 -4.0546 -0.4594
C17 -2.4746 -4.5814 -0.7078
O16 -2.4032 -5.1840 -2.0208
S6 -2.9752 -6.6502 -2.2763
C18 -1.4611 -7.5515 -2.4113
O17 -3.6338 -7.0892 -1.0856
O18 -3.6048 -6.5922 -3.5374
H41 -4.6142 -4.8575 -0.4956
H42 -4.1053 -3.2817 -1.1968
H43 -3.8962 -3.5795 0.5243
H44 -1.8017 -3.7384 -0.8078
H45 -2.2122 -5.2333 0.1248
H46 -0.8433 -7.0732 -3.1682
H47 -1.7583 -8.5353 -2.7750
H48 -0.9316 -7.6017 -1.4668
C19 -5.9770 -1.4046 1.7569
C20 -6.2486 -0.1745 0.9372
O19 -5.1728 0.7576 1.2414
S7 -4.4590 1.5255 0.0853
C21 -5.7691 2.3044 -0.8021
O20 -3.6629 2.5483 0.6764
O21 -3.8595 0.5716 -0.7967
H49 -6.6039 -2.2655 1.5489
H50 -5.8791 -1.1823 2.8209
H51 -4.9437 -1.7289 1.5674
H52 -6.3300 -0.3579 -0.1308
H53 -7.1449 0.3379 1.2891
H54 -6.4475 2.7895 -0.1099
H55 -6.3538 1.4962 -1.2487
H56 -5.3517 2.8998 -1.6027
C22 1.5840 6.6497 -3.2191
C23 1.5513 5.4661 -2.2772
O22 0.4350 4.6151 -2.7033
S8 -0.1813 3.6145 -1.6554
C24 -1.6771 4.4555 -1.1802
O23 -0.4971 2.4142 -2.3361
O24 0.6447 3.5876 -0.4829
H57 0.5919 7.0041 -3.4832
H58 2.1100 6.4086 -4.1432
H59 2.1816 7.4170 -2.7225
H60 2.4624 4.8759 -2.3303
H61 1.3626 5.7716 -1.2511
H62 -1.5146 5.5019 -1.4329
H63 -1.8080 4.3040 -0.1164
H64 -2.4809 4.0877 -1.8108
C25 -0.3861 -3.5518 -5.9534
C26 -0.2412 -3.3812 -7.4487
O25 1.0425 -3.8584 -7.8532
S9 1.6200 -3.3016 -9.2176
C27 0.4516 -3.8476 -10.4069
O26 1.5495 -1.8804 -9.1479
O27 2.8584 -3.9551 -9.4360
H65 -0.1708 -4.5485 -5.5693
H66 -1.4097 -3.3390 -5.6430
H67 0.3033 -2.8570 -5.4685
H68 -1.0337 -3.9778 -7.9158
H69 -0.4029 -2.3359 -7.7088
H70 0.5290 -3.0772 -11.1844
H71 -0.5814 -3.6873 -10.1107
H72 0.7198 -4.8083 -10.8271

The value obtained for the calculated total energy is -181961.7522 eV. Its SMILES is CCOS(C)(=O)=O.CCOS(C)(=O)=O.CCOS(C)(=O)=O.CCOS(C)(=O)=O.CCOS(C)(=O)=O.CCOS(C)(=O)=O.CCOS(C)(=O)=O.CCOS(C)(=O)=O.CCOS(C)(=O)=O. The calculation puts the LUMO energy at -0.08 eV. The energy relative to the best compared isomer or geometry (same formula, charge and spin) comes out at 119.61 kJ/mol. The calculation puts the HOMO-LUMO gap at 10.9 eV.

Atom charges from the Mulliken analysis, given in e for atoms 1 to 99: C -0.833; C 0.251; O -0.426; S 1.251; C -0.701; O -0.620; O -0.678; H 0.166; H 0.406; H 0.017; H -0.177; H 0.430; H 0.173; H 0.478; H 0.146; C -1.739; C 0.815; O -0.172; S 0.730; C -0.178; O -0.735; O -0.144; H 0.232; H 0.374; H 0.504; H -0.011; H 0.140; H -0.285; H 0.108; H 0.552; C -0.930; C -0.326; O -0.019; S 1.130; C -1.001; O -0.646; O -0.623; H 0.451; H 0.068; H 0.250; H 0.456; H 0.214; H 0.405; H 0.363; H 0.288; C -0.470; C 0.108; O -0.269; S 1.217; C -0.779; O -0.646; O -0.632; H 0.405; H 0.022; H 0.017; H -0.424; H 0.566; H 0.442; H 0.184; H 0.258; C -1.099; C 0.452; O -0.390; S 1.150; C -0.829; O -0.469; O -0.649; H 0.392; H 0.230; H 0.252; H 0.321; H -0.208; H 0.355; H 0.375; H 0.173; C -1.022; C 0.042; O -0.251; S 1.140; C -0.895; O -0.616; O -0.607; H 0.500; H 0.283; H 0.211; H -0.123; H 0.334; H 0.256; H 0.380; H 0.309; C -1.049; C -0.285; O -0.184; S 0.827; C -1.134; O -0.233; O -0.685; H 0.394; H 0.334

***

Computed, not measured: 2 unconnected molecules or ions with the total composition C3H6N2O, with wB97M-V/def2-TZVPD.

Element x y z (Å)
C1 -0.8439 -1.0860 -0.1301
C2 -1.2965 -0.0502 -0.8870
N1 -0.9168 1.0859 -0.2136
C3 -0.2358 0.6791 0.8886
N2 -0.1555 -0.6170 0.9637
H1 -1.0579 -2.1165 -0.3517
H2 -1.8582 -0.0484 -1.8052
H3 -0.8916 1.9983 -0.6324
H4 0.1991 1.4034 1.5535
O1 2.5041 -0.0506 -0.4047
H5 1.8573 -0.6012 0.0616
H6 3.2806 -0.6193 -0.5130

The value obtained for the calculated total energy is -8235.9081 eV. Its SMILES is c1c[nH]cn1.O. The calculation puts the LUMO energy at 0.94 eV. The energy relative to the best compared isomer or geometry (same formula, charge and spin) comes out at 76.28 kJ/mol. The calculation puts the HOMO-LUMO gap at 10.0 eV.

In elementary charge units, the Mulliken charges are: C -0.268; C -0.220; N -0.064; C -0.146; N -0.674; H 0.371; H 0.388; H 0.231; H 0.376; O -0.655; H 0.346; H 0.315